No. 1
Molecular formula: C39H53ClF32I2N2O7S
Method: DFT, ωB97M-V/def2-TZVPD

Element x y z (Å)
I -7.944 -3.075 -2.217
I -5.501 -3.693 0.828
Cl 0.547 -4.691 -0.620
S -3.532 -0.840 -0.073
F 6.469 9.336 4.287
F 4.079 6.703 -4.753
F -4.584 3.808 3.716
F -5.924 4.202 1.500
F -2.127 1.640 2.440
F -2.732 -8.029 7.205
F -5.558 4.960 -0.505
F 4.940 10.540 3.295
F 5.031 5.874 -1.163
F -1.533 -8.238 1.176
F -0.838 -9.209 4.488
F 8.049 7.516 4.017
F 3.266 4.841 -2.719
F 1.983 5.003 -4.476
F 5.450 7.296 5.230
F -3.134 -9.633 5.061
F 5.014 8.928 1.102
F -2.179 3.780 2.127
F -2.752 3.142 4.698
F -4.942 -8.570 5.608
F 7.007 4.473 -2.375
F 8.140 5.352 4.081
F 2.237 7.774 -4.357
F 7.147 6.553 6.382
F -1.518 -6.940 2.919
F -5.296 6.833 1.445
F 5.441 4.951 -3.820
F -1.728 -7.160 5.473
F -3.673 5.709 2.375
F 4.420 7.910 2.930
F 0.542 -8.698 2.874
F 6.892 6.986 -1.338
O -0.457 2.153 -1.912
O -3.841 2.477 1.362
O -2.881 -3.289 -1.024
O 6.569 6.280 2.872
O -3.859 -7.909 3.824
O 3.696 7.605 -2.734
O -2.278 -4.681 -3.158
N 0.507 0.145 -2.016
N -0.830 -6.572 -3.002
C -2.952 2.709 2.391
C 3.148 6.944 -3.810
C -3.704 -8.412 5.095
C 2.428 5.667 -3.384
C -2.935 -7.450 5.999
C -6.798 -0.874 -0.515
C -0.561 -3.309 -0.355
C 5.475 8.470 2.305
C -4.950 4.635 0.671
C -2.027 -5.896 -2.521
C 1.630 -0.349 -1.196
C -0.454 -7.674 -2.099
C 0.752 -0.173 -3.434
C -0.706 -9.152 3.145
C 5.838 6.492 -2.053
C -4.323 5.921 1.209
C -1.243 -3.552 1.007
C 6.399 6.340 5.275
C -0.141 -3.494 2.103
C 1.087 -7.819 -2.088
C -3.987 3.477 0.365
C -1.588 -2.617 -3.984
C 1.834 2.362 -1.816
C -0.324 -2.139 -4.682
C 5.972 9.688 3.081
C -1.570 -3.020 -1.505
C -1.314 -3.672 -2.894
C -3.209 -8.572 2.759
C -1.735 -8.212 2.524
C 5.104 7.699 -2.654
C -3.749 -2.238 -1.240
C 6.519 7.388 1.994
C 0.545 1.595 -1.925
C -5.156 -2.815 -1.107
C -3.658 2.830 3.741
C 7.293 6.401 4.037
C -6.258 -1.861 -1.568
C 0.775 -1.682 -3.722
C 6.412 5.487 -3.049
H 6.747 10.221 2.520
H 2.703 1.829 -2.171
H -7.849 -0.981 -0.302
H 2.009 2.674 -0.797
H -6.232 -0.879 0.400
H -2.215 -3.080 -4.735
H 1.725 0.245 -3.726
H 1.383 -8.845 -2.260
H 5.280 8.524 -1.965
H 1.722 -1.912 -4.194
H -0.298 -4.007 -3.057
H -2.708 0.053 -0.665
H 1.662 0.142 -0.233
H -0.550 -1.374 -5.415
H 5.544 8.012 -3.601
H -1.944 -2.769 1.239
H -3.740 -8.236 1.869
H -1.679 -4.539 0.952
H 1.506 -7.478 -1.149
H -1.996 -5.772 -1.441
H -4.427 2.947 -0.478
H 0.748 -3.006 1.724
H 0.042 -2.423 -0.218
H 7.507 7.813 1.821
H -2.895 -6.531 -2.712
H -3.363 -9.650 2.799
H -0.930 -8.616 -2.359
H 6.221 6.960 1.040
H -3.022 3.834 0.008
H -0.505 -2.869 2.908
H -3.703 -1.813 -2.239
H 2.587 -0.225 -1.707
H -3.621 6.346 0.486
H -5.936 -1.305 -2.432
H 5.914 5.365 5.353
H -6.667 0.126 -0.917
H 7.159 5.957 -3.694
H 0.068 -2.974 -5.256
H 1.576 5.895 -2.739
H -5.157 -3.648 -1.793
H -1.535 -1.947 -1.652
H 1.725 3.243 -2.413
H -0.743 -7.429 -1.087
H -0.800 -10.162 2.735
H -1.112 -7.033 -3.856
H -3.492 -6.521 6.137
H 0.026 0.316 -4.070
H -2.150 -1.764 -3.613
H 1.476 -7.169 -2.858
H -4.148 1.889 4.005
H 1.520 -1.408 -1.009
H 0.144 -4.478 2.441
H 0.769 -2.214 -2.777

The highest occupied orbital energy comes out at -9.13 eV. Its frontier orbital gap is 0.3433 hartree. Its SMILES is CCNCO[C@@H](CCCCN(C)C(C)=O)[C@@H](O[C@H](S)[C@@H](I)[C@H](C)I)[C@H](Cl)CC.FC(F)C(F)(F)COC(F)(F)C(F)F.FC(F)C(F)(F)COC(F)(F)C(F)F.FC(F)C(F)(F)COC(F)(F)C(F)F.FC(F)C(F)(F)COC(F)(F)C(F)F.

No. 2
Molecular formula: C39H53FN9OS2Y
Method: DFT, ωB97M-V/def2-TZVPD

Element x y z (Å)
Y -1.707 1.353 -1.496
S -0.746 -0.238 1.323
S 1.311 1.191 -0.678
F -3.035 2.847 -2.277
O -1.313 -0.956 -1.625
N 0.990 0.456 3.195
N -3.562 1.327 0.027
N 2.986 0.969 1.344
N 0.437 -2.345 -2.052
N -1.310 -2.997 -0.661
N -1.397 1.110 -3.864
N -3.588 0.294 -2.470
N -0.429 3.232 -2.460
N -1.650 3.294 -0.005
C 3.347 0.676 2.734
C -0.308 1.845 -4.522
C -4.738 -0.233 -4.460
C -5.912 -0.353 -3.730
C 0.451 2.771 -3.541
C -3.491 2.185 1.218
C 1.848 -3.173 5.287
C 0.821 -4.154 -0.462
C 0.135 4.221 -1.517
C 0.675 0.393 1.909
C 1.740 0.874 0.909
C -2.623 -2.781 -0.081
C 6.023 -2.008 0.371
C -4.647 0.765 -0.340
C -2.144 2.927 1.328
C 0.088 0.023 4.275
C 5.233 0.254 0.631
C -2.315 0.524 -4.529
C 6.441 0.600 1.221
C -0.421 4.094 -0.068
C 7.439 -0.352 1.386
C 0.744 -1.038 5.121
C 1.246 -2.189 4.519
C 1.443 -1.875 7.268
C -0.739 -2.058 -1.450
C -0.684 -4.283 -0.376
C -4.710 0.233 -1.758
C -2.284 0.363 -6.017
C 2.227 1.092 3.639
C 1.946 -3.016 6.664
C -5.915 -0.095 -2.369
C 1.169 -3.587 -1.820
C -5.899 0.755 0.478
C 7.229 -1.655 0.965
C -3.571 0.114 -3.789
C 1.040 -1.424 -2.995
C 5.032 -1.056 0.201
C 0.847 -0.885 6.497
C 4.132 1.264 0.453
H 2.431 0.754 4.653
H -0.997 -4.588 0.623
H 0.318 3.596 0.561
H 1.940 -0.967 -2.577
H -3.344 -3.490 -0.494
H -2.287 3.800 1.974
H 4.250 1.236 2.967
H 8.006 -2.397 1.093
H 3.576 -0.386 2.843
H 0.936 -4.311 -2.608
H -2.957 -1.771 -0.296
H 0.459 0.008 6.973
H -2.578 -2.919 1.001
H 1.517 -1.751 8.340
H -0.735 2.442 -5.331
H 4.476 2.276 0.681
H -2.396 3.764 -0.517
H -0.577 5.096 0.344
H 1.310 -1.964 -3.905
H -2.779 1.214 -6.495
H 0.405 1.154 -4.980
H 1.298 2.250 -3.093
H -1.400 2.284 1.795
H 2.233 -3.360 -1.893
H -0.043 5.231 -1.892
H 2.100 2.179 3.653
H -1.285 3.609 -2.865
H 0.329 -0.645 -3.247
H 4.093 -1.325 -0.273
H -6.490 -0.140 0.299
H 0.861 3.599 -4.129
H 8.380 -0.073 1.840
H -4.755 -0.374 -5.530
H 2.236 -4.066 4.816
H -2.797 -0.542 -6.334
H -4.296 2.921 1.141
H 6.610 1.621 1.545
H 5.864 -3.023 0.032
H 1.215 4.080 -1.483
H -6.840 -0.123 -1.814
H -0.823 -0.343 3.812
H 2.413 -3.786 7.264
H -5.672 0.808 1.540
H -3.662 1.610 2.132
H -1.261 0.320 -6.382
H 1.179 -3.485 0.325
H -6.517 1.622 0.223
H 1.159 -2.317 3.445
H -0.159 0.902 4.876
H 3.759 1.254 -0.565
H -1.044 -5.044 -1.077
H 1.293 -5.126 -0.326
H -6.835 -0.606 -4.234

Its total charge is +2. The highest occupied orbital energy comes out at -12.93 eV. Its frontier orbital gap is 0.2765 hartree. The energy above the lowest of the compared OMol25 structures with the same formula, charge and spin is 30.7 kJ/mol.

No. 3
Molecular formula: C39H53N3O5RuS4
Method: DFT, ωB97M-V/def2-TZVPD

Element x y z (Å)
Ru 0.007 -0.511 0.143
S 3.445 -0.135 0.092
S 3.407 3.353 2.845
S 0.926 -0.107 -3.154
S 1.231 -0.152 2.465
O 2.198 -0.536 -0.689
O 4.830 3.282 2.717
O 2.722 4.542 2.412
O -0.095 -0.636 -2.141
O 0.146 1.697 -0.169
N 1.225 3.635 0.242
N 2.717 2.064 2.056
N -1.060 3.607 -0.077
C -0.719 2.097 -3.441
C 2.079 1.289 2.871
C -2.812 -2.356 -2.191
C 1.007 -1.361 -6.954
C 1.377 -0.923 -5.692
C -0.945 -0.950 -5.009
C 0.579 -3.778 1.590
C -3.262 -1.537 -0.977
C 1.555 1.117 5.423
C 0.148 4.278 -3.968
C 1.857 -3.515 0.792
C -0.487 -2.758 1.263
C -4.467 -0.105 2.093
C 1.741 1.726 6.657
C 0.108 2.933 0.005
C -4.620 -2.136 -0.578
C -2.248 -1.705 0.154
C 2.488 2.895 6.777
C -2.176 -1.156 1.495
C -1.106 -1.831 2.133
C 2.136 1.702 4.312
C -2.452 1.322 1.826
C -0.930 3.436 -3.719
C -0.329 -1.600 -7.240
C -1.302 -1.399 -6.270
C -3.415 -0.072 -1.405
C 0.394 -0.720 -4.736
C 4.692 -1.282 -0.463
C 0.897 -3.763 3.084
C 0.033 -5.166 1.215
C 2.871 2.865 4.449
C 3.068 3.489 5.661
C -2.664 -0.203 3.760
C 1.442 3.784 -3.950
C -2.946 -0.062 2.256
C 0.582 1.617 -3.425
C 1.665 2.440 -3.676
C -1.168 -2.637 0.036
C 4.046 1.336 -0.708
H -2.341 -1.590 -6.499
H -0.129 -5.258 0.142
H -1.939 3.824 -3.758
H -1.385 1.441 2.031
H 1.655 -3.415 -0.277
H 1.649 -4.521 3.303
H 2.339 -2.595 1.136
H 3.648 4.395 5.742
H -0.989 -3.269 -0.817
H -5.085 -1.643 0.264
H 2.278 4.438 -4.150
H -3.303 0.488 4.311
H 3.253 2.075 -0.623
H -4.004 0.512 -0.702
H 1.299 1.286 7.540
H -4.793 0.112 1.083
H 2.553 -4.343 0.927
H -3.918 -0.019 -2.373
H 2.419 -0.755 -5.453
H 5.626 -1.031 0.037
H -1.077 4.611 -0.098
H 2.668 2.040 -3.672
H -1.547 1.427 -3.260
H 1.160 4.574 0.601
H -3.535 -2.214 -2.997
H -1.630 0.048 3.999
H 2.621 3.347 7.750
H 0.013 -3.994 3.678
H -0.913 -5.366 1.719
H -4.879 -1.068 2.395
H 4.801 -1.234 -1.545
H -1.850 3.115 -0.453
H -0.024 5.322 -4.188
H -2.436 0.406 -1.511
H 4.280 1.135 -1.752
H -1.688 -0.784 -4.249
H 4.924 1.686 -0.167
H -0.827 -1.699 3.161
H 1.983 3.089 0.646
H -2.989 2.100 2.372
H -4.504 -3.191 -0.329
H -2.622 1.479 0.762
H 1.288 -2.796 3.405
H 1.762 -1.528 -7.708
H 0.978 0.207 5.324
H -2.789 -3.422 -1.965
H -0.614 -1.947 -8.223
H -5.306 -2.071 -1.426
H -2.873 -1.210 4.120
H 0.745 -5.937 1.511
H 4.369 -2.272 -0.154
H -1.831 -2.059 -2.540
H -4.903 0.657 2.741

Its total charge is +1. As for the spin multiplicity: 6. The highest occupied orbital energy (alpha / beta) comes out at -9.97 / -10.85 eV. Its frontier orbital gap (alpha / beta) is 0.2847 / 0.2599 hartree. The energy above the lowest of the compared OMol25 structures with the same formula, charge and spin is 0.0 kJ/mol.

No. 4
Molecular formula: C39H53N3OP
Method: DFT, ωB97M-V/def2-TZVPD

Element x y z (Å)
P -0.731 -1.166 -0.030
O 6.443 5.407 -1.902
N -2.039 -1.179 1.064
N 4.075 4.011 -2.177
N 0.308 -1.584 1.269
C -5.630 -0.910 0.051
C -0.514 4.745 -2.635
C -3.937 -2.859 1.077
C -1.878 3.353 -1.189
C 3.931 5.457 -1.997
C -4.254 1.035 -1.748
C 0.504 2.793 -1.539
C -3.777 0.740 -0.330
C 2.739 -0.180 0.439
C -2.836 5.279 -2.290
C 2.723 -1.692 0.763
C 3.493 0.621 1.507
C -4.266 1.783 0.682
C -5.327 -3.118 1.043
C -3.275 -5.249 0.809
C -6.197 -2.136 0.495
C 2.893 -4.409 1.576
C 0.340 -5.844 1.084
C 1.784 3.493 -1.493
C 4.044 -3.712 1.176
C -0.651 3.644 -1.806
C -3.053 -3.967 1.612
C 3.956 -2.367 0.798
C -0.334 -1.668 2.505
C 5.243 6.168 -1.674
C -1.588 5.554 -2.861
C -2.991 4.159 -1.450
C 1.541 -2.368 1.088
C 2.991 3.180 -2.086
C -1.662 -1.418 2.375
C 1.636 -3.732 1.496
C -3.325 -4.216 3.095
C 5.285 3.447 -2.734
C 3.351 0.027 -0.935
C 6.296 4.541 -3.056
C -3.394 -1.613 0.654
C 0.375 -4.825 3.371
C -4.262 -0.663 0.089
C 0.403 -4.539 1.874
H -2.422 -1.258 3.123
H -5.348 1.130 -1.770
H 5.745 2.769 -1.995
H -1.483 6.428 -3.492
H -5.353 1.902 0.578
H -3.120 -3.320 3.691
H 5.071 2.889 -3.659
H -7.259 -2.298 0.401
H -3.948 0.226 -2.425
H 0.463 4.934 -3.098
H 3.190 5.648 -1.214
H 5.331 7.114 -2.251
H -0.471 -3.937 1.594
H -3.971 3.916 -1.007
H 1.727 4.486 -1.058
H 7.320 4.131 -3.193
H -5.771 -4.080 1.365
H -4.384 -4.495 3.238
H -2.678 -5.021 3.469
H 3.440 1.699 1.308
H -1.950 2.489 -0.510
H -3.119 -5.073 -0.261
H -2.684 0.726 -0.337
H 0.634 1.633 -1.664
H 4.407 -0.267 -0.939
H -4.297 -5.625 0.974
H -3.705 5.921 -2.463
H 0.409 -5.663 0.006
H 0.174 2.158 -0.891
H -6.275 -0.144 -0.370
H -4.045 1.465 1.711
H -3.827 1.969 -2.121
H 2.813 -0.554 -1.696
H -3.805 2.765 0.536
H 3.094 0.431 2.511
H -0.611 -6.358 1.258
H -2.560 -6.023 1.108
H 5.299 6.434 -0.613
H 4.552 0.337 1.502
H -2.009 -3.652 1.468
H 0.386 -3.898 3.954
H 3.308 1.082 -1.201
H 3.544 5.944 -2.908
H 5.982 5.104 -3.972
H 1.160 -6.509 1.391
H 4.825 -1.802 0.492
H 1.262 -5.417 3.649
H 3.077 2.256 -2.707
H 1.708 0.195 0.384
H 2.967 -5.477 1.883
H 0.290 -1.753 3.369
H 5.023 -4.198 1.155
H -0.537 -5.378 3.635

Its total charge is +1. The highest occupied orbital energy comes out at -9.21 eV. Its frontier orbital gap is 0.1667 hartree. The energy above the lowest of the compared OMol25 structures with the same formula, charge and spin is 277.3 kJ/mol.